Below is a gas-phase ion, CH6N3O (charge +1) in a non-equilibrium geometry, with properties calculated with ωB97M-V/def2-TZVPD.

Calculated values
Total charge   +1
Structure (SMILES)   NOC(N)=[NH2+]
Orbital gap   12.43 eV
Highest occupied orbital energy   -15.7 eV

Last column: Löwdin charge in e.
CARTESIAN COORDINATES (ANGSTROEM)
O  -0.6642  0.7098  -0.0031  -0.025
N  0.5294  -1.2579  -0.0184  0.249
N  1.5666  0.8351  -0.0062  0.249
N  -2.0039  0.0503  -0.0245  0.146
C  0.5106  0.0558  -0.0157  -0.429
H  -2.5180  0.5924  -0.7170  0.112
H  -0.3562  -1.7499  -0.0608  0.135
H  2.5096  0.4762  -0.0007  0.151
H  1.4365  1.8376  -0.0053  0.153
H  1.3845  -1.7891  -0.0462  0.148
H  -2.3949  0.2397  0.8979  0.111

Below is a gas-phase ion, CH6N3OS (charge +1) in a non-equilibrium geometry, with properties calculated with ωB97M-V/def2-TZVPD.

Calculated values
Total charge   +1
Structure (SMILES)   N/C(=N\[NH3+])SO
Orbital gap (spin up / spin down)   9.41 / 9.41 eV
Highest occupied orbital energy (spin up / spin down)   -13.4 / -13.4 eV

Last column: Löwdin charge in e.
CARTESIAN COORDINATES (ANGSTROEM)
S  -2.1961  -0.3237  -0.0096  1.058
O  -2.3164  1.2316  -0.4459  -0.399
N  1.7084  0.6595  -0.1645  0.107
N  0.3173  1.0225  -0.1370  0.011
N  0.1057  -1.5080  0.4113  0.009
C  -0.4991  -0.2779  0.0635  -0.570
H  2.2888  1.0867  0.5412  0.166
H  0.5685  -1.6060  1.3070  0.107
H  1.7747  -0.3633  -0.0521  0.134
H  2.0295  0.9886  -1.0321  0.144
H  -0.6040  -2.3552  0.3411  0.155
H  -3.1773  1.4450  -0.8228  0.076

Record-wise total energy values, in eV: -7644.5863; -18477.3354
Record-wise relative energy (zero: lowest compared OMol25 entry of this formula, charge and spin) values, in eV: 0.000; 3.005